The following is a quantum chemistry calculation of C2H7ClSi2 in the gas phase, from the OMol25 dataset.

Each atom is followed by the atoms it is bonded to, with distances in Å.
Atoms and positions in Å:
1 C 0.202 0.786 -0.363  Si3 2.014, Si4 2.069, H6 1.105, H7 1.055
2 C -2.655 -1.287 -0.279  Si4 1.796, H8 1.051, H9 1.120
3 Si 2.137 0.872 0.190  C1 2.014, Cl5 1.992, H10 1.376, H11 1.591
4 Si -1.098 -0.655 0.355  C1 2.069, C2 1.796, H12 1.513
5 Cl 3.012 -0.887 -0.141  Si3 1.992
6 H -0.283 1.733 -0.064  C1 1.105
7 H 0.020 0.576 -1.381  C1 1.055
8 H -3.294 -0.666 -0.835  C2 1.051
9 H -2.945 -2.362 -0.152  C2 1.120
10 H 2.849 1.608 -0.729  Si3 1.376
11 H 2.536 1.211 1.692  Si3 1.591
12 H -0.482 -0.929 1.708  Si4 1.513

Results
**2S+1**: 1
**HOMO energy**: -8.22 eV
**E_LUMO**: 0.00 eV
**Net charge**: 0
**Energy**: -30463.154 eV
**Energy above the lowest of the compared OMol25 structures with the same formula, charge and spin**: 245.9 kJ/mol


The following is a quantum chemistry calculation of 2 unconnected molecules or ions with the total composition C2H4OS, from the OMol25 dataset.

Each atom is followed by the atoms it is bonded to, with distances in Å.
Atoms and positions in Å:
1 C -0.185 -0.421 -0.330  C2 1.526, H4 1.271, H5 1.110, S8 1.894
2 C 1.028 0.501 -0.225  C1 1.526, O7 1.642
3 H -1.680 0.279 1.444  S8 1.466
4 H 0.216 -1.222 0.571  C1 1.271
5 H -0.199 -1.179 -1.142  C1 1.110
6 H 0.297 2.048 -0.550  no bonds
7 O 2.501 -0.078 0.209  C2 1.642
8 S -1.978 0.072 0.023  C1 1.894, H3 1.466

Results
**2S+1**: 1
**HOMO energy**: -10.23 eV
**E_LUMO**: -1.23 eV
**Net charge**: 0
**Energy**: -15013.476 eV
**Energy above the lowest of the compared OMol25 structures with the same formula, charge and spin**: 770.8 kJ/mol


The following is a quantum chemistry calculation of 2 unconnected molecules or ions with the total composition C27H19F3NO7S4, from the OMol25 dataset.

Each atom is followed by the atoms it is bonded to, with distances in Å.
Atoms and positions in Å:
1 C -2.259 2.676 1.261  C2 1.397, C25 1.400, H26 1.087
2 C -1.893 2.131 0.028  C1 1.397, C3 1.379, H27 1.090
3 C -0.570 1.837 -0.223  C2 1.379, C4 1.420, H28 1.093
4 C 0.429 1.965 0.779  C3 1.420, C5 1.432, C24 1.429
5 C 1.696 1.314 0.639  C4 1.432, S6 1.797, S15 1.794
6 S 2.906 1.814 1.869  C5 1.797, C7 1.786, O13 1.451, O14 1.453
7 C 4.547 1.201 1.521  S6 1.786, C8 1.394, C12 1.390
8 C 5.174 0.385 2.462  C7 1.394, C9 1.397, H29 1.086
9 C 6.535 0.110 2.313  C8 1.397, C10 1.393, H30 1.090
10 C 7.249 0.651 1.246  C9 1.393, C11 1.398, H31 1.093
11 C 6.587 1.395 0.265  C10 1.398, C12 1.398, H32 1.089
12 C 5.224 1.673 0.402  C7 1.390, C11 1.398, H33 1.088
13 O 3.052 3.255 1.783  S6 1.451
14 O 2.561 1.189 3.134  S6 1.453
15 S 1.893 -0.369 0.050  C5 1.794, C16 1.813, O22 1.450, O23 1.456
16 C 1.148 -1.491 1.264  S15 1.813, C17 1.398, C21 1.389
17 C 1.814 -1.828 2.447  C16 1.398, C18 1.396, H34 1.089
18 C 1.170 -2.626 3.392  C17 1.396, C19 1.399, H35 1.090
19 C -0.137 -3.078 3.181  C18 1.399, C20 1.399, H36 1.091
20 C -0.782 -2.760 1.981  C19 1.399, C21 1.391, H37 1.088
21 C -0.104 -2.034 1.007  C16 1.389, C20 1.391, H38 1.084
22 O 1.185 -0.492 -1.210  S15 1.450
23 O 3.309 -0.702 0.130  S15 1.456
24 C 0.077 2.781 1.899  C4 1.429, C25 1.386, H39 1.090
25 C -1.256 3.051 2.165  C1 1.400, C24 1.386, H40 1.089
26 H -3.308 2.852 1.483  C1 1.087
27 H -2.645 1.933 -0.735  C2 1.090
28 H -0.208 1.493 -1.195  C3 1.093
29 H 4.605 -0.025 3.292  C8 1.086
30 H 7.016 -0.525 3.057  C9 1.090
31 H 8.327 0.491 1.169  C10 1.093
32 H 7.114 1.777 -0.608  C11 1.089
33 H 4.673 2.242 -0.343  C12 1.088
34 H 2.828 -1.472 2.623  C17 1.089
35 H 1.698 -2.890 4.309  C18 1.090
36 H -0.651 -3.674 3.936  C19 1.091
37 H -1.807 -3.070 1.786  C20 1.088
38 H -0.578 -1.849 0.050  C21 1.084
39 H 0.845 3.172 2.565  C24 1.090
40 H -1.514 3.564 3.090  C25 1.089
41 F 0.045 2.327 -4.954  C42 1.367
42 C -1.129 1.673 -4.702  F41 1.367, F43 1.358, F44 1.358, S45 1.792
43 F -2.109 2.591 -4.503  C42 1.358
44 F -1.448 0.919 -5.786  C42 1.358
45 S -0.815 0.690 -3.236  C42 1.792, N46 1.742
46 N -2.392 -0.029 -3.055  S45 1.742, C47 1.376, S55 1.835
47 C -2.500 -0.644 -1.829  N46 1.376, O48 1.240, C49 1.452
48 O -1.571 -0.637 -1.008  C47 1.240
49 C -3.817 -1.241 -1.690  C47 1.452, C50 1.387, C54 1.401
50 C -4.456 -1.431 -2.907  C49 1.387, C51 1.398, S55 1.774
51 C -5.674 -2.113 -2.953  C50 1.398, C52 1.414, H58 1.095
52 C -6.225 -2.558 -1.729  C51 1.414, C53 1.412, H59 1.089
53 C -5.584 -2.322 -0.493  C52 1.412, C54 1.393, H60 1.096
54 C -4.369 -1.641 -0.466  C49 1.401, C53 1.393, H61 1.097
55 S -3.562 -0.741 -4.275  N46 1.835, C50 1.774, O56 1.444, O57 1.436
56 O -4.283 0.330 -4.922  S55 1.444
57 O -2.866 -1.749 -5.024  S55 1.436
58 H -6.180 -2.285 -3.909  C51 1.095
59 H -7.173 -3.093 -1.725  C52 1.089
60 H -6.024 -2.681 0.444  C53 1.096
61 H -3.820 -1.433 0.460  C54 1.097

Results
**2S+1**: 1
**HOMO energy**: -3.75 eV
**E_LUMO**: 1.31 eV
**Net charge**: -1
**Energy**: -95621.517 eV


The following is a quantum chemistry calculation of C18H30N4O3S in the gas phase, from the OMol25 dataset.

Each atom is followed by the atoms it is bonded to, with distances in Å.
Atoms and positions in Å:
1 C 0.276 2.106 -4.616  C2 1.485, H54 1.090, H55 1.086, H56 1.087
2 C 1.152 1.240 -3.787  C1 1.485, N3 1.320, C6 1.412
3 N 1.735 0.155 -4.263  C2 1.320, N4 1.336
4 N 2.451 -0.371 -3.266  N3 1.336, C5 1.348, C50 1.434
5 C 2.353 0.353 -2.133  N4 1.348, C6 1.387, C46 1.481
6 C 1.511 1.414 -2.433  C2 1.412, C5 1.387, S7 1.765
7 S 0.950 2.650 -1.304  C6 1.765, O8 1.434, O9 1.436, N10 1.671
8 O 0.556 3.824 -2.026  S7 1.434
9 O 1.916 2.791 -0.251  S7 1.436
10 N -0.430 2.013 -0.611  S7 1.671, C11 1.441, C38 1.443
11 C -0.199 0.822 0.167  N10 1.441, H12 1.090, C13 1.529, H45 1.101
12 H 0.691 1.003 0.771  C11 1.090
13 C -1.404 0.529 1.062  C11 1.529, C14 1.528, H35 1.093, C36 1.535
14 C -1.182 -0.801 1.780  C13 1.528, O15 1.215, N16 1.348
15 O -0.632 -1.741 1.241  C14 1.215
16 N -1.678 -0.833 3.033  C14 1.348, H17 1.006, C18 1.459
17 H -2.121 -0.002 3.387  N16 1.006
18 C -1.652 -2.000 3.909  N16 1.459, C19 1.531, C23 1.530, H34 1.096
19 C -2.462 -3.153 3.311  C18 1.531, C20 1.525, H32 1.093, H33 1.090
20 C -2.457 -4.349 4.258  C19 1.525, C21 1.525, H30 1.091, H31 1.093
21 C -1.027 -4.800 4.538  C20 1.525, C22 1.525, H28 1.092, H29 1.092
22 C -0.214 -3.652 5.128  C21 1.525, C23 1.525, H26 1.091, H27 1.093
23 C -0.217 -2.456 4.182  C18 1.530, C22 1.525, H24 1.092, H25 1.090
24 H 0.353 -1.629 4.612  C23 1.092
25 H 0.244 -2.731 3.233  C23 1.090
26 H 0.813 -3.975 5.306  C22 1.091
27 H -0.644 -3.359 6.089  C22 1.093
28 H -1.031 -5.647 5.227  C21 1.092
29 H -0.564 -5.126 3.605  C21 1.092
30 H -3.028 -5.168 3.818  C20 1.091
31 H -2.941 -4.072 5.199  C20 1.093
32 H -3.486 -2.822 3.124  C19 1.093
33 H -2.013 -3.432 2.358  C19 1.090
34 H -2.113 -1.691 4.853  C18 1.096
35 H -1.524 1.345 1.779  C13 1.093
36 C -2.666 0.422 0.194  C13 1.535, C37 1.527, H43 1.092, H44 1.093
37 C -2.826 1.683 -0.650  C36 1.527, C38 1.526, H41 1.091, H42 1.091
38 C -1.571 1.905 -1.489  N10 1.443, C37 1.526, H39 1.090, H40 1.102
39 H -1.626 2.837 -2.052  C38 1.090
40 H -1.445 1.065 -2.193  C38 1.102
41 H -2.972 2.545 0.001  C37 1.091
42 H -3.693 1.591 -1.306  C37 1.091
43 H -3.544 0.273 0.827  C36 1.092
44 H -2.567 -0.449 -0.458  C36 1.093
45 H -0.025 -0.054 -0.476  C11 1.101
46 C 3.067 0.002 -0.884  C5 1.481, H47 1.089, H48 1.091, H49 1.086
47 H 4.106 -0.248 -1.095  C46 1.089
48 H 2.601 -0.856 -0.398  C46 1.091
49 H 3.033 0.855 -0.211  C46 1.086
50 C 3.209 -1.570 -3.476  N4 1.434, H51 1.088, H52 1.091, H53 1.092
51 H 3.013 -1.906 -4.491  C50 1.088
52 H 2.907 -2.343 -2.768  C50 1.091
53 H 4.278 -1.377 -3.358  C50 1.092
54 H -0.719 1.671 -4.705  C1 1.090
55 H 0.197 3.086 -4.153  C1 1.086
56 H 0.692 2.196 -5.617  C1 1.087

Results
**2S+1**: 1
**HOMO energy**: -9.25 eV
**E_LUMO**: 0.62 eV
**Net charge**: 0
**Energy**: -42092.104 eV
**Energy above the lowest of the compared OMol25 structures with the same formula, charge and spin**: 0.0 kJ/mol